# 1
Density functional theory data (the ωB97M-V functional and the def2-TZVPD basis) for C22H58AgF2N2O10P as an isolated structure.

The value obtained for the largest force on an atom is 0.1466 Eh/bohr. The total energy comes out at -65926.491 eV. Its spin multiplicity is 2. Its net charge is +1. The highest occupied orbital energy (spin up / spin down) is -8.272 / -10.173 eV. As for the gap between HOMO and LUMO (spin up / spin down): 5.407 / 7.308 eV. For the LUMO energy (spin up / spin down), the calculation gives -2.86 / -2.87 eV.

CARTESIAN COORDINATES (ANGSTROEM)
Ag: 2.113 -2.103 -4.480
O: -0.305 0.321 -2.447
P: 0.871 0.721 -3.269
O: 1.948 -0.326 -3.449
F: 1.526 1.932 -2.617
F: 0.299 1.281 -4.566
C: 3.719 -1.154 1.241
C: 2.243 -0.939 1.672
C: 1.887 -1.549 3.000
C: 2.684 -0.988 4.151
C: 2.344 0.471 4.236
C: 2.578 1.315 3.022
N: 2.109 0.545 1.761
O: 1.672 1.188 0.878
C: 1.723 2.567 3.263
C: 4.118 1.733 2.841
C: 1.357 -1.489 0.470
H: 4.011 -0.562 0.309
H: 3.639 -2.248 0.977
H: 4.513 -1.105 2.024
H: 0.780 -1.274 3.142
H: 2.102 -2.603 3.022
H: 3.733 -1.101 4.088
H: 2.300 -1.437 5.077
H: 2.910 1.021 5.048
H: 1.302 0.638 4.498
H: 0.720 2.219 3.068
H: 1.799 2.726 4.332
H: 1.925 3.443 2.625
H: 4.290 2.301 1.959
H: 4.255 2.452 3.615
H: 4.778 0.867 2.953
H: 0.413 -1.060 0.277
H: 1.183 -2.537 0.653
H: 1.911 -1.334 -0.469
H: -1.145 0.680 -2.859
C: -5.178 4.340 3.699
C: -3.846 3.667 3.262
C: -3.556 2.529 4.250
C: -2.369 1.710 3.813
C: -2.680 1.096 2.426
C: -2.971 2.126 1.410
N: -4.106 2.998 1.949
O: -4.290 3.965 0.923
C: -1.621 2.851 0.879
C: -3.480 1.461 0.163
C: -2.715 4.683 3.162
H: -5.998 3.651 3.690
H: -5.497 5.155 3.064
H: -4.978 4.733 4.698
H: -3.257 2.958 5.218
H: -4.473 1.892 4.450
H: -2.109 1.001 4.527
H: -1.477 2.365 3.779
H: -3.417 0.337 2.556
H: -1.709 0.556 2.049
H: -1.133 2.254 0.085
H: -1.948 3.704 0.349
H: -0.904 3.187 1.614
H: -3.761 2.184 -0.663
H: -2.746 0.789 -0.238
H: -4.431 0.925 0.325
H: -2.568 5.005 2.156
H: -1.750 4.280 3.491
H: -2.920 5.610 3.821
H: -5.226 4.071 0.981
O: 4.223 1.624 -0.960
H: 3.596 2.083 -1.535
H: 5.052 2.092 -1.200
O: 1.542 -5.151 -7.298
H: 1.513 -5.093 -8.243
H: 1.510 -6.097 -7.166
O: 3.181 -3.641 -5.596
H: 3.707 -3.151 -6.247
H: 2.565 -4.240 -6.087
O: 4.443 -0.406 -5.473
H: 5.188 0.129 -5.779
H: 4.168 -0.147 -4.634
C: 1.735 -9.080 -2.377
C: 2.132 -8.007 -3.354
O: 1.087 -7.163 -3.843
H: 2.616 -9.607 -2.144
H: 1.096 -9.753 -2.896
H: 1.269 -8.738 -1.453
H: 2.567 -8.502 -4.187
H: 2.841 -7.254 -3.034
H: 0.445 -7.707 -4.345
C: -4.986 0.954 -4.138
C: -3.832 0.392 -3.297
O: -2.585 1.203 -3.501
H: -5.730 0.194 -3.963
H: -4.761 1.016 -5.188
H: -5.421 1.919 -3.799
H: -3.692 -0.659 -3.548
H: -4.113 0.596 -2.220
H: -2.548 1.499 -4.430

# 2
Density functional theory data (the ωB97M-V functional and the def2-TZVPD basis) for C32H22F12NO2RhTe as an isolated structure.

The value obtained for the largest force on an atom is 0.0115 Eh/bohr. The total energy comes out at -82036.179 eV. Its spin multiplicity is 5. The highest occupied orbital energy (spin up / spin down) is -7.597 / -8.255 eV. Its energy relative to the best compared isomer or geometry (same formula, charge and spin) is 53.7 kJ/mol. As for the gap between HOMO and LUMO (spin up / spin down): 8.103 / 6.076 eV. For the LUMO energy (spin up / spin down), the calculation gives 0.51 / -2.18 eV.

CARTESIAN COORDINATES (ANGSTROEM)
Rh: -0.012 0.734 -0.327
C: -0.417 -6.519 -0.067
C: -0.003 -5.080 0.022
C: 1.053 -4.679 0.833
C: 1.408 -3.354 0.893
C: 0.717 -2.355 0.165
N: 1.162 -1.069 0.263
C: 2.514 -0.822 0.428
C: 3.455 -1.572 -0.295
C: 4.802 -1.292 -0.213
C: 5.257 -0.271 0.611
C: 6.721 0.053 0.713
C: 4.321 0.480 1.322
C: 2.958 0.256 1.233
C: 1.917 1.113 1.977
O: 0.977 1.660 1.146
C: 1.228 0.227 3.096
F: 2.013 -0.812 3.448
F: 0.071 -0.280 2.664
F: 0.957 0.901 4.219
C: 2.571 2.342 2.672
F: 1.657 3.160 3.187
F: 3.412 1.989 3.668
F: 3.278 3.060 1.784
C: -0.426 -2.747 -0.598
C: -0.710 -4.099 -0.676
C: -1.302 -1.741 -1.383
O: -1.507 -0.546 -0.755
C: -0.647 -1.493 -2.771
F: 0.482 -0.751 -2.616
F: -1.444 -0.806 -3.590
F: -0.277 -2.618 -3.395
C: -2.748 -2.293 -1.622
F: -2.801 -3.265 -2.562
F: -3.250 -2.799 -0.488
F: -3.568 -1.326 -2.025
H: 0.422 -7.185 0.131
H: -0.824 -6.753 -1.051
H: -1.194 -6.737 0.670
H: 1.598 -5.410 1.419
H: 2.216 -3.040 1.539
H: 3.099 -2.356 -0.950
H: 5.506 -1.874 -0.796
H: 7.335 -0.801 0.431
H: 6.987 0.351 1.727
H: 6.978 0.883 0.050
H: 4.703 1.260 1.962
H: -1.525 -4.436 -1.297
Te: -2.149 2.665 -0.913
C: -2.376 4.668 -0.292
C: -2.438 5.687 -1.235
C: -2.562 7.006 -0.821
C: -2.621 7.307 0.532
C: -2.553 6.291 1.474
C: -2.428 4.971 1.065
C: -4.160 2.045 -0.970
C: -4.825 1.720 0.207
C: -6.136 1.270 0.155
C: -6.776 1.133 -1.069
C: -6.107 1.448 -2.242
C: -4.797 1.907 -2.196
H: -2.391 5.451 -2.291
H: -2.611 7.797 -1.558
H: -2.715 8.337 0.853
H: -2.591 6.524 2.531
H: -2.360 4.179 1.800
H: -4.317 1.805 1.159
H: -6.653 1.016 1.071
H: -7.796 0.774 -1.108
H: -6.601 1.335 -3.199
H: -4.272 2.147 -3.111

# 3
Density functional theory data (the ωB97M-V functional and the def2-TZVPD basis) for the molecule C7H6O4.

The value obtained for the largest force on an atom is 0.0992 Eh/bohr. The total energy comes out at -15545.729 eV. The highest occupied orbital energy is -8.297 eV. Its energy relative to the best compared isomer or geometry (same formula, charge and spin) is 70.9 kJ/mol. Its SMILES is O=C(O)c1cccc(O)c1O. As for the gap between HOMO and LUMO: 8.798 eV. For the LUMO energy, the calculation gives 0.50 eV.

CARTESIAN COORDINATES (ANGSTROEM)
O: 2.259 -1.765 -0.456
C: 1.187 -1.781 0.052
O: 0.772 -2.831 0.614
C: 0.117 -0.727 -0.033
C: -1.097 -0.833 0.540
C: -2.041 0.250 0.439
C: -1.645 1.495 0.022
C: -0.311 1.633 -0.469
O: 0.130 2.816 -0.840
C: 0.608 0.562 -0.302
O: 1.929 0.940 -0.321
H: 1.641 -3.346 0.511
H: -1.650 -1.756 0.784
H: -3.057 0.135 0.747
H: -2.368 2.308 0.096
H: 1.050 2.713 -0.857
H: 2.476 0.186 -0.528

# 4
Density functional theory data (the ωB97M-V functional and the def2-TZVPD basis) for C23H17IrN7O2S2Se as an isolated structure.

The value obtained for the largest force on an atom is 0.0024 Eh/bohr. The total energy comes out at -128488.989 eV. Its spin multiplicity is 6. Its net charge is +2. The highest occupied orbital energy (spin up / spin down) is -13.333 / -14.114 eV. Its energy relative to the best compared isomer or geometry (same formula, charge and spin) is 0.0 kJ/mol. As for the gap between HOMO and LUMO (spin up / spin down): 7.204 / 5.626 eV. For the LUMO energy (spin up / spin down), the calculation gives -6.13 / -8.49 eV.

CARTESIAN COORDINATES (ANGSTROEM)
Ir: 0.176 -0.875 0.317
S: -0.152 -0.400 -1.977
C: -1.813 -0.193 -1.568
N: -2.110 -0.377 -0.303
C: -3.445 -0.149 -0.063
C: -4.092 -0.250 1.174
C: -5.441 -0.002 1.220
C: -6.158 0.348 0.059
C: -5.538 0.457 -1.165
C: -4.167 0.204 -1.219
S: -3.117 0.254 -2.594
H: -3.528 -0.504 2.063
H: -5.968 -0.070 2.161
H: -7.220 0.537 0.133
H: -6.093 0.729 -2.052
C: 0.919 3.401 1.795
C: 0.996 2.025 1.222
N: -0.006 1.229 1.148
O: -1.220 1.612 1.625
C: 2.273 1.458 0.699
C: 3.458 2.313 0.417
N: 2.207 0.193 0.539
O: 3.291 -0.447 -0.001
H: 0.249 4.032 1.205
H: 1.894 3.878 1.810
H: 0.557 3.376 2.827
H: -1.150 2.499 2.016
H: 3.167 3.170 -0.191
H: 4.226 1.749 -0.101
H: 3.874 2.696 1.351
Se: 2.422 -8.254 -1.166
N: 0.833 -7.520 -0.820
C: 1.039 -6.260 -0.573
C: -0.041 -5.319 -0.267
C: -1.386 -5.686 -0.191
C: -2.319 -4.716 0.100
C: -1.902 -3.402 0.292
N: -0.624 -3.042 0.221
C: 0.292 -3.992 -0.042
C: 1.694 -3.554 -0.038
N: 1.894 -2.307 0.260
C: 3.231 -1.811 0.456
C: 4.298 -2.618 -0.197
C: 4.062 -3.900 -0.526
C: 2.750 -4.447 -0.374
C: 2.411 -5.812 -0.638
N: 3.298 -6.734 -0.945
H: -1.668 -6.717 -0.358
H: -3.370 -4.956 0.179
H: -2.617 -2.620 0.508
H: 3.416 -1.786 1.543
H: 5.275 -2.165 -0.299
H: 4.843 -4.534 -0.922

# 5
Density functional theory data (the ωB97M-V functional and the def2-TZVPD basis) for a 2-piece molecular cluster, C4H6O2 overall.

The value obtained for the largest force on an atom is 0.0213 Eh/bohr. The total energy comes out at -8338.818 eV. The highest occupied orbital energy is -10.015 eV. Its energy relative to the best compared isomer or geometry (same formula, charge and spin) is 158.5 kJ/mol. Its SMILES is O=C=CC=O.C. As for the gap between HOMO and LUMO: 10.409 eV. For the LUMO energy, the calculation gives 0.39 eV.

CARTESIAN COORDINATES (ANGSTROEM)
O: 0.305 -0.483 1.927
C: 0.430 -0.603 0.782
C: 0.656 -0.763 -0.517
C: 1.972 -1.272 -0.895
O: 2.319 -1.464 -2.038
H: -0.089 -0.497 -1.257
H: 2.651 -1.463 -0.039
C: -1.656 1.310 0.410
H: -2.335 1.692 -0.351
H: -1.600 1.977 1.271
H: -1.987 0.322 0.739
H: -0.664 1.243 -0.031